Molecular formula: C35H62BN11O2PtS
Method: DFT, ωB97M-V/def2-TZVPD

Output
- Strongest force on any atom: 0.51 eV/Å
- Molecular weight: 906.91 g mol⁻¹
- E_tot: -72537.0346 eV
- Relative energy (zero: lowest compared OMol25 entry of this formula, charge and spin): 0.6 kcal per mole
- LUMO energy: -6.6 eV
- Charge: +2

```
113
C35H62BN11O2PtS (ωB97M-V/def2-TZVPD)
Pt 1.079 0.231 -0.007
C 2.753 1.928 4.750
C 1.838 1.174 3.847
C 0.704 0.464 4.175
C 0.185 -0.089 3.009
N 1.019 0.298 2.000
N 2.020 1.060 2.530
B 3.122 1.732 1.683
N 2.498 2.774 0.739
N 1.729 2.429 -0.340
C 1.418 3.569 -0.978
C 1.962 4.647 -0.278
C 2.639 4.110 0.797
C 3.416 4.820 1.853
C 0.796 3.651 -2.360
C 1.884 3.273 -3.375
C -0.409 2.734 -2.554
C 0.342 5.088 -2.637
N 3.822 0.633 0.836
N 3.053 0.051 -0.107
C 3.807 -0.389 -1.112
C 5.139 -0.161 -0.756
C 5.110 0.507 0.458
C 6.235 1.064 1.259
C 3.206 -0.862 -2.410
C 1.717 -0.445 -2.515
C 3.319 -2.387 -2.553
C 3.995 -0.196 -3.549
C -1.082 -0.950 3.085
C -2.311 -0.035 3.213
C -1.333 -1.953 1.968
C -0.986 -1.778 4.382
H 2.401 1.834 5.774
H 2.781 2.986 4.493
H 3.770 1.541 4.697
H 0.306 0.352 5.168
H 3.909 2.244 2.407
H 1.904 5.692 -0.528
H 3.385 5.891 1.663
H 4.460 4.507 1.865
H 2.998 4.642 2.843
H 2.230 2.250 -3.217
H 2.746 3.935 -3.284
H 1.497 3.354 -4.393
H -0.169 1.679 -2.413
H -0.785 2.848 -3.572
H -1.214 3.011 -1.875
H 1.181 5.783 -2.628
H -0.391 5.425 -1.903
H -0.114 5.142 -3.626
H 6.019 -0.410 -1.325
H 7.183 0.758 0.825
H 6.195 0.712 2.290
H 6.200 2.153 1.273
H 1.024 -1.259 -2.351
H 1.486 -0.019 -3.495
H 1.465 0.481 -1.894
H 2.780 -2.916 -1.767
H 4.364 -2.692 -2.521
H 2.906 -2.701 -3.513
H 3.980 0.891 -3.468
H 3.569 -0.484 -4.511
H 5.035 -0.521 -3.538
H -2.558 0.444 2.268
H -2.163 0.739 3.966
H -3.170 -0.641 3.507
H -1.424 -1.507 0.986
H -2.281 -2.452 2.170
H -0.583 -2.742 1.941
H -1.028 -1.161 5.278
H -0.071 -2.371 4.410
H -1.835 -2.461 4.422
C -6.104 -6.355 -1.573
C -5.509 -5.420 -2.618
N -4.171 -4.944 -2.278
C -3.862 -3.987 -1.396
S -2.221 -3.693 -1.036
N -4.884 -3.314 -0.840
C -4.756 -2.321 0.217
C -5.031 -2.906 1.593
H -7.096 -6.681 -1.883
H -6.195 -5.876 -0.597
H -5.478 -7.238 -1.451
H -6.157 -4.560 -2.805
H -5.421 -5.934 -3.574
H -3.375 -5.442 -2.641
H -5.814 -3.666 -1.004
H -5.446 -1.502 -0.001
H -3.738 -1.939 0.163
H -6.038 -3.319 1.656
H -4.945 -2.134 2.361
H -4.318 -3.702 1.815
C 1.975 -2.462 1.171
C 1.056 -1.825 0.164
O 0.429 -2.413 -0.647
H 1.621 -3.474 1.358
H 2.060 -1.892 2.090
H 2.963 -2.516 0.707
C -4.192 1.278 -1.492
N -2.954 1.312 -0.732
C -2.646 2.343 0.235
C -1.263 1.937 0.701
O -0.582 2.519 1.494
N -0.923 0.749 0.020
C -1.935 0.458 -0.835
N -1.923 -0.526 -1.724
H -4.976 1.737 -0.894
H -4.487 0.248 -1.690
H -4.101 1.824 -2.432
H -3.350 2.341 1.070
H -2.622 3.345 -0.198
H -1.603 -1.482 -1.544
H -2.661 -0.514 -2.412
```

Atomic partial charges in e from the Mulliken method, atoms 1 to 99: atom 1 (Pt): 1.88, atom 2 (C): -1.43, atom 3 (C): 0.25, atom 4 (C): -1.03, atom 5 (C): -0.60, atom 6 (N): -0.44, atom 7 (N): 1.21, atom 8 (B): -1.60, atom 9 (N): 0.12, atom 10 (N): 0.57, atom 11 (C): -0.85, atom 12 (C): -0.86, atom 13 (C): 0.35, atom 14 (C): -1.39, atom 15 (C): 2.52, atom 16 (C): -1.55, atom 17 (C): -0.98, atom 18 (C): -2.24, atom 19 (N): 0.69, atom 20 (N): 0.24, atom 21 (C): -0.52, atom 22 (C): -1.23, atom 23 (C): 0.88, atom 24 (C): -1.45, atom 25 (C): 2.31, atom 26 (C): -1.52, atom 27 (C): -1.72, atom 28 (C): -1.80, atom 29 (C): 2.97, atom 30 (C): -1.80, atom 31 (C): -1.04, atom 32 (C): -1.96, atom 33 (H): 0.45, atom 34 (H): 0.17, atom 35 (H): 0.27, atom 36 (H): 0.62, atom 37 (H): -0.02, atom 38 (H): 0.60, atom 39 (H): 0.45, atom 40 (H): 0.23, atom 41 (H): 0.20, atom 42 (H): 0.11, atom 43 (H): 0.43, atom 44 (H): 0.46, atom 45 (H): -0.17, atom 46 (H): 0.71, atom 47 (H): -0.03, atom 48 (H): 0.43, atom 49 (H): 0.45, atom 50 (H): 0.43, atom 51 (H): 0.59, atom 52 (H): 0.43, atom 53 (H): 0.32, atom 54 (H): 0.26, atom 55 (H): 0.77, atom 56 (H): 0.76, atom 57 (H): -0.22, atom 58 (H): 0.33, atom 59 (H): 0.40, atom 60 (H): 0.45, atom 61 (H): 0.41, atom 62 (H): 0.50, atom 63 (H): 0.41, atom 64 (H): 0.18, atom 65 (H): 0.30, atom 66 (H): 0.58, atom 67 (H): -0.43, atom 68 (H): 0.64, atom 69 (H): 0.24, atom 70 (H): 0.40, atom 71 (H): 0.42, atom 72 (H): 0.47, atom 73 (C): -0.89, atom 74 (C): -0.74, atom 75 (N): -0.10, atom 76 (C): 0.39, atom 77 (S): -0.44, atom 78 (N): -0.01, atom 79 (C): 0.56, atom 80 (C): -1.34, atom 81 (H): 0.34, atom 82 (H): 0.27, atom 83 (H): 0.30, atom 84 (H): 0.32, atom 85 (H): 0.41, atom 86 (H): 0.25, atom 87 (H): 0.24, atom 88 (H): 0.24, atom 89 (H): -0.52, atom 90 (H): 0.45, atom 91 (H): 0.28, atom 92 (H): 0.29, atom 93 (C): -1.37, atom 94 (C): 0.46, atom 95 (O): -0.43, atom 96 (H): 0.60, atom 97 (H): 0.15, atom 98 (H): 0.37, atom 99 (C): -1.16

Molecular formula: C6H11NO
Method: DFT, ωB97M-V/def2-TZVPD

Output
- Strongest force on any atom: 0.77 eV/Å
- Molecular weight: 113.16 g mol⁻¹
- E_tot: -9937.6458 eV
- Relative energy (zero: lowest compared OMol25 entry of this formula, charge and spin): 18.6 kcal per mole
- LUMO energy: 0.8 eV
- Structure (SMILES): [H]/N=C/C(C)(C)C(C)=O
- Charge: 0

```
19
C6H11NO (ωB97M-V/def2-TZVPD)
H 2.248 -0.566 2.110
N 1.613 -0.752 1.337
C 1.138 0.258 0.765
C 0.195 0.130 -0.394
C 0.196 -1.297 -0.959
C 0.585 1.134 -1.483
C -1.248 0.412 0.063
C -1.614 -0.126 1.418
O -2.025 1.007 -0.636
H 1.359 1.299 1.046
H 0.017 -2.020 -0.170
H -0.568 -1.397 -1.726
H 1.168 -1.510 -1.397
H 0.586 2.148 -1.089
H 1.574 0.905 -1.872
H -0.136 1.087 -2.295
H -2.694 -0.215 1.505
H -1.132 -1.080 1.608
H -1.264 0.582 2.170
```

The Mulliken scheme yields these atomic charges, measured in e: atom 1 (H): 0.25, atom 2 (N): -0.51, atom 3 (C): -0.65, atom 4 (C): 1.82, atom 5 (C): -1.65, atom 6 (C): -1.82, atom 7 (C): 0.48, atom 8 (C): -1.30, atom 9 (O): -0.56, atom 10 (H): 0.43, atom 11 (H): 0.37, atom 12 (H): 0.43, atom 13 (H): 0.39, atom 14 (H): 0.43, atom 15 (H): 0.46, atom 16 (H): 0.36, atom 17 (H): 0.38, atom 18 (H): 0.36, atom 19 (H): 0.33

Molecular formula: C34H51IN7O3S
Method: DFT, ωB97M-V/def2-TZVPD

Output
- Strongest force on any atom: 2.57 eV/Å
- Molecular weight: 764.80 g mol⁻¹
- E_tot: -71581.9203 eV
- LUMO energy: -4.6 eV
- Charge: +1

```
97
C34H51IN7O3S (ωB97M-V/def2-TZVPD)
C -4.307 -5.054 -1.167
C -3.310 -4.343 -0.299
N -3.823 -3.691 0.753
C -3.063 -3.017 1.624
C -1.715 -2.939 1.446
N -1.009 -2.184 2.437
C -0.499 -2.893 3.318
S 0.159 -3.797 4.370
C -1.108 -3.560 0.353
C 0.387 -3.443 0.119
O 0.947 -3.869 -0.853
O 1.111 -2.820 1.081
C 1.739 -1.599 0.672
C 1.001 -0.325 0.995
C 2.001 0.850 0.936
I -0.574 0.096 -0.421
C -1.932 -4.310 -0.525
C -1.413 -5.091 -1.699
C -1.617 -6.575 -1.450
C -0.942 -7.061 -0.082
O -0.576 -7.336 -1.596
H -5.251 -4.529 -1.087
H -3.978 -5.019 -2.195
H -4.459 -6.077 -0.843
H -4.821 -3.703 0.921
H -3.530 -2.529 2.459
H 2.667 -1.546 1.227
H 2.009 -1.610 -0.382
H 0.589 -0.316 1.995
H 3.013 0.502 1.098
H 1.927 1.357 -0.014
H 1.710 1.545 1.714
H -1.901 -4.860 -2.642
H -0.351 -5.069 -1.823
H -2.561 -7.016 -1.697
H -1.924 -7.587 0.148
H -0.376 -7.944 0.227
C 1.538 4.903 -4.441
C 1.409 3.385 -4.381
C 1.177 2.859 -2.961
C 2.337 3.076 -2.100
N 3.252 3.243 -1.429
H 2.416 5.251 -3.894
H 1.639 5.234 -5.474
H 0.656 5.388 -4.018
H 2.303 2.929 -4.809
H 0.565 3.077 -5.002
H 0.964 1.789 -3.005
H 0.298 3.335 -2.522
C -5.633 0.905 -3.320
C -4.757 0.925 -2.073
C -4.397 -0.480 -1.575
C -5.554 -1.214 -1.075
N -6.465 -1.787 -0.676
H -6.603 0.446 -3.120
H -5.814 1.920 -3.671
H -5.153 0.352 -4.129
H -5.260 1.481 -1.280
H -3.830 1.456 -2.295
H -3.671 -0.404 -0.763
H -3.919 -1.048 -2.376
C 2.068 5.642 3.119
C 1.136 5.315 4.281
C 1.641 4.151 5.140
C 1.638 2.883 4.415
N 1.634 1.899 3.825
H 2.135 4.812 2.413
H 1.702 6.511 2.573
H 3.074 5.869 3.475
H 0.138 5.090 3.899
H 1.041 6.193 4.921
H 1.004 4.047 6.021
H 2.649 4.359 5.505
C 2.246 1.033 9.674
C 2.518 1.050 8.173
C 3.966 1.404 7.824
C 4.303 2.782 8.176
N 4.551 3.872 8.436
H 2.382 2.022 10.114
H 1.221 0.720 9.871
H 2.914 0.337 10.185
H 1.837 1.753 7.688
H 2.298 0.062 7.764
H 4.124 1.274 6.752
H 4.653 0.723 8.329
C 2.694 1.186 -8.399
C 2.463 0.299 -7.181
C 1.082 -0.365 -7.179
C 0.001 0.609 -7.031
N -0.836 1.384 -6.908
H 2.001 2.029 -8.416
H 3.706 1.589 -8.389
H 2.568 0.622 -9.325
H 2.593 0.888 -6.271
H 3.220 -0.486 -7.162
H 1.020 -1.079 -6.356
H 0.934 -0.931 -8.100
```

The Mulliken scheme yields these atomic charges, measured in e: atom 1 (C): -1.95, atom 2 (C): 0.63, atom 3 (N): 0.23, atom 4 (C): -0.09, atom 5 (C): -0.11, atom 6 (N): -0.45, atom 7 (C): 0.49, atom 8 (S): -0.33, atom 9 (C): 0.84, atom 10 (C): 0.28, atom 11 (O): -0.57, atom 12 (O): -0.25, atom 13 (C): -0.91, atom 14 (C): 0.08, atom 15 (C): -0.82, atom 16 (I): 0.08, atom 17 (C): -0.03, atom 18 (C): -1.58, atom 19 (C): 0.40, atom 20 (C): -1.03, atom 21 (O): -0.47, atom 22 (H): 0.58, atom 23 (H): 0.41, atom 24 (H): 0.33, atom 25 (H): 0.39, atom 26 (H): 0.49, atom 27 (H): 0.43, atom 28 (H): 0.39, atom 29 (H): 0.47, atom 30 (H): 0.51, atom 31 (H): -0.18, atom 32 (H): 0.29, atom 33 (H): 0.61, atom 34 (H): 0.56, atom 35 (H): 0.66, atom 36 (H): 0.28, atom 37 (H): 0.41, atom 38 (C): -1.39, atom 39 (C): -0.17, atom 40 (C): -0.04, atom 41 (C): 0.22, atom 42 (N): -0.54, atom 43 (H): 0.36, atom 44 (H): 0.39, atom 45 (H): 0.32, atom 46 (H): 0.13, atom 47 (H): 0.23, atom 48 (H): 0.18, atom 49 (H): 0.27, atom 50 (C): -1.22, atom 51 (C): -0.55, atom 52 (C): 0.21, atom 53 (C): 0.30, atom 54 (N): -0.55, atom 55 (H): 0.34, atom 56 (H): 0.36, atom 57 (H): 0.32, atom 58 (H): 0.34, atom 59 (H): 0.31, atom 60 (H): -0.18, atom 61 (H): 0.31, atom 62 (C): -1.08, atom 63 (C): -0.61, atom 64 (C): -0.36, atom 65 (C): 0.34, atom 66 (N): -0.52, atom 67 (H): 0.26, atom 68 (H): 0.34, atom 69 (H): 0.30, atom 70 (H): 0.32, atom 71 (H): 0.35, atom 72 (H): 0.29, atom 73 (H): 0.29, atom 74 (C): -1.27, atom 75 (C): -0.09, atom 76 (C): -0.43, atom 77 (C): 0.20, atom 78 (N): -0.45, atom 79 (H): 0.35, atom 80 (H): 0.35, atom 81 (H): 0.33, atom 82 (H): 0.05, atom 83 (H): 0.32, atom 84 (H): 0.28, atom 85 (H): 0.35, atom 86 (C): -1.20, atom 87 (C): -0.20, atom 88 (C): -0.37, atom 89 (C): 0.26, atom 90 (N): -0.47, atom 91 (H): 0.34, atom 92 (H): 0.33, atom 93 (H): 0.35, atom 94 (H): 0.07, atom 95 (H): 0.32, atom 96 (H): 0.26, atom 97 (H): 0.31

Molecular formula: C8H7FN4O2
Method: DFT, ωB97M-V/def2-TZVPD

Output
- Strongest force on any atom: 2.92 eV/Å
- Molecular weight: 210.17 g mol⁻¹
- E_tot: -21182.1499 eV
- Relative energy (zero: lowest compared OMol25 entry of this formula, charge and spin): 0.0 kcal per mole
- LUMO energy: 0.5 eV
- Structure (SMILES): C=C[C@H](F)Oc1nc(=O)[nH]c2nc[nH]c12
- Charge: 0

```
22
C8H7FN4O2 (ωB97M-V/def2-TZVPD)
C 2.676 1.538 1.424
C 2.091 1.422 0.246
C 1.894 0.099 -0.407
F 2.222 0.144 -1.730
O 0.532 -0.418 -0.327
C -0.704 0.120 -0.567
N -1.033 1.371 -0.651
C -2.246 1.900 -0.950
O -2.444 3.082 -1.059
N -3.289 0.976 -1.136
C -3.049 -0.337 -0.984
N -3.933 -1.356 -1.073
C -3.232 -2.436 -0.837
N -1.926 -2.188 -0.605
C -1.764 -0.824 -0.689
H 2.815 2.497 1.891
H 3.040 0.679 1.965
H 1.705 2.266 -0.304
H 2.476 -0.711 0.052
H -4.207 1.315 -1.391
H -3.663 -3.417 -0.825
H -1.201 -2.848 -0.383
```

The Mulliken scheme yields these atomic charges, measured in e: atom 1 (C): -0.74, atom 2 (C): 0.01, atom 3 (C): 0.12, atom 4 (F): -0.30, atom 5 (O): -0.33, atom 6 (C): 0.04, atom 7 (N): -0.44, atom 8 (C): 0.11, atom 9 (O): -0.64, atom 10 (N): -0.05, atom 11 (C): 0.90, atom 12 (N): -0.72, atom 13 (C): -0.31, atom 14 (N): -0.06, atom 15 (C): 0.49, atom 16 (H): 0.28, atom 17 (H): 0.24, atom 18 (H): 0.30, atom 19 (H): 0.26, atom 20 (H): 0.23, atom 21 (H): 0.43, atom 22 (H): 0.18

| no. | HOMO level (eV) |
| --- | --- |
| 1 | -12.640 |
| 2 | -9.553 |
| 3 | -11.793 |
| 4 | -8.515 |